No. 1
23
Properties=species:S:1:pos:R:3:nbo_charge:R:1 method="wB97M-V/def2-TZVPD" relative_energy_kj_mol=57.91 e_lumo_ev=-2.72 charge=+1 gap_ev=12.1 homo_ha=-0.5429
O -0.655 -2.086 -0.776 -0.97
O -0.004 0.341 -2.566 -0.96
O 2.967 0.472 -0.899 -0.95
O -1.465 2.025 1.021 -0.99
O -2.606 0.221 -0.876 -0.99
O 1.334 -1.041 3.106 -0.97
N 0.518 0.113 0.587 -0.93
H 0.965 -0.755 3.949 0.49
H -2.020 -0.551 -0.920 0.49
H 0.077 -0.679 0.094 0.45
H -1.772 2.773 1.541 0.50
H 0.417 1.205 -2.614 0.47
H -1.119 -2.795 -0.314 0.50
H -0.166 0.887 0.597 0.46
H -2.215 1.747 0.474 0.51
H -3.492 -0.107 -1.063 0.49
H 1.418 0.317 0.114 0.46
H 3.030 1.284 -1.414 0.49
H 0.749 -0.130 1.565 0.45
H 1.842 -1.833 3.310 0.50
H -0.935 0.523 -2.743 0.48
H 3.822 0.390 -0.460 0.49
H -0.691 -2.322 -1.712 0.51

---

No. 2
23
Properties=species:S:1:pos:R:3:nbo_charge:R:1 method="wB97M-V/def2-TZVPD" relative_energy_kj_mol=202.33 e_lumo_ev=-3.02 charge=+1 gap_ev=11.4 homo_ha=-0.5288
O -2.044 2.587 1.340 -0.98
O 0.752 -0.951 -2.208 -0.98
O 1.780 1.511 -0.629 -0.97
O -2.575 -0.978 3.633 -0.91
O -1.221 -2.537 0.366 -0.98
O 3.314 -0.270 -2.027 -0.97
N -0.633 0.471 0.052 -0.90
H 3.276 0.465 -2.646 0.50
H -1.849 -1.628 3.558 0.46
H -2.305 -0.321 2.989 0.45
H 1.008 -1.259 -3.073 0.49
H 1.492 -0.686 -1.655 0.47
H -0.953 -3.132 -0.347 0.50
H -1.891 3.391 0.840 0.49
H -1.201 -0.383 0.201 0.47
H -0.708 1.089 0.887 0.46
H -2.524 2.824 2.150 0.50
H 0.439 0.359 -0.034 0.46
H -0.892 0.958 -0.802 0.45
H -1.634 -3.103 1.021 0.49
H 3.778 -0.975 -2.485 0.51
H 2.087 0.673 -1.006 0.48
H 2.502 1.896 -0.125 0.50

---

No. 3
24
Properties=species:S:1:pos:R:3:nbo_charge:R:1 method="wB97M-V/def2-TZVPD" relative_energy_kj_mol=204.97 e_lumo_ev=-0.06 gap_ev=10.4 homo_ha=-0.3844
O 0.413 -0.205 0.044 -0.98
O -0.270 0.447 2.890 -0.96
O 2.558 1.285 -0.295 -0.98
O -2.349 -1.701 2.355 -0.93
O 0.884 1.693 -2.374 -0.97
O 2.009 -2.631 -0.379 -0.96
O -1.996 -1.286 -1.002 -0.95
O -1.616 2.571 -1.980 -0.97
H -2.795 -1.745 -0.744 0.49
H 0.524 0.919 3.140 0.49
H -1.296 -1.922 -0.855 0.47
H 2.478 1.997 0.340 0.46
H -0.162 -0.255 0.809 0.51
H -1.843 -1.011 2.782 0.47
H 1.729 1.903 -1.977 0.51
H -1.779 -2.017 1.654 0.46
H -0.183 -0.223 -0.705 0.51
H 2.598 -2.920 0.317 0.47
H -0.826 0.483 3.668 0.48
H 1.807 0.719 -0.116 0.50
H 1.014 0.832 -2.772 0.47
H 1.540 -1.886 -0.002 0.48
H -1.644 2.865 -2.891 0.46
H -0.793 2.088 -1.909 0.49